# 1
ORCA calculation (ωB97M-V with the def2-TZVPD basis set) on a gas-phase ion, C3H9NOP (charge +1).

Cartesian coordinates (Å):
C  -0.9229  -1.3101  -0.7753
C  -0.7563  -0.9845  0.5016
C  -0.1253  0.3209  0.8586
N  -0.7738  1.4810  -0.0929
P  1.7862  0.5540  0.4147
O  1.7640  -0.4802  -0.8209
H  -1.3584  -2.2365  -1.1103
H  -0.6184  -0.5876  -1.5058
H  -1.0862  -1.6381  1.2921
H  -0.4266  0.6202  1.8283
H  -1.5437  2.1174  0.2582
H  -1.0373  1.0830  -1.0163
H  0.0234  2.1753  -0.2657
H  2.3376  -0.4029  1.5493
H  2.7378  -0.7119  -1.1155

Forces on atoms 1 to 2 (eV/Å):
C -0.145 -0.020 0.667
C -0.062 0.074 -0.718

Properties
- Maximum force: 3.516 eV/A
- M: 106.08 g mol⁻¹
- HOMO energy: -13.54 eV
- Energy relative to the best compared isomer or geometry (same formula, charge and spin): 88.8 kJ/mol
- Kohn-Sham gap: 9.91 eV
- Charge: +1

# 2
ORCA calculation (ωB97M-V with the def2-TZVPD basis set) on a molecular structure, C43H54BN13O4P2SSr.

Cartesian coordinates (Å):
Sr  -0.5610  0.1106  -0.2129
C  -0.0884  3.5246  1.3716
C  -1.4885  3.0442  1.5674
C  -2.5358  3.6882  2.2311
C  -3.6033  2.8212  2.1092
N  -3.2005  1.7406  1.4227
N  -1.8808  1.8707  1.0864
B  -3.9855  0.5195  0.8710
N  -3.9349  0.5519  -0.6947
C  -4.9299  0.9262  -1.5205
C  -4.5189  0.7354  -2.8210
C  -3.2209  0.2227  -2.7053
C  -2.2787  -0.1791  -3.7917
N  -2.8676  0.1326  -1.4282
N  -3.3801  -0.8307  1.4074
C  -4.0027  -1.7564  2.1640
C  -3.1937  -2.8667  2.2571
C  -2.0598  -2.5363  1.5069
C  -0.8352  -3.3510  1.2465
N  -2.1738  -1.3101  1.0123
N  -5.4596  0.4981  1.2617
C  -6.3692  -0.3804  0.7744
C  -7.5624  -0.1616  1.4147
C  -7.2945  0.9003  2.3025
C  -8.2244  1.5766  3.2570
N  -6.0357  1.2894  2.2030
H  0.2099  4.1782  2.1936
H  0.0063  4.0989  0.4473
H  0.6120  2.6883  1.3273
H  -2.5220  4.6449  2.7233
H  -4.6178  2.8842  2.4582
H  -5.8630  1.2881  -1.1249
H  -5.0819  0.9160  -3.7198
H  -2.6629  0.1311  -4.7628
H  -2.1286  -1.2579  -3.8005
H  -1.2976  0.2865  -3.6637
H  -4.9768  -1.5619  2.5776
H  -3.3992  -3.7825  2.7833
H  -0.8178  -4.2300  1.8913
H  0.0709  -2.7722  1.4483
H  -0.8085  -3.7023  0.2142
H  -6.0961  -1.1003  0.0206
H  -8.4895  -0.6870  1.2671
H  -9.1793  1.0561  3.3081
H  -8.4219  2.6053  2.9540
H  -7.7987  1.5997  4.2599
O  -1.1449  -2.8617  -2.2657
C  0.0562  -2.7865  -2.2021
O  0.6896  -1.6888  -1.7718
C  1.0142  -3.8763  -2.5217
C  0.6119  -5.0910  -3.0550
C  1.5778  -6.0609  -3.2785
C  2.9100  -5.8134  -2.9548
C  3.3012  -4.5980  -2.4124
C  2.3394  -3.6172  -2.2057
P  2.6024  -1.9494  -1.5757
C  4.0935  -2.1503  -0.5529
C  3.9920  -3.0565  0.5089
C  5.0349  -3.2167  1.4030
C  6.1911  -2.4559  1.2640
C  6.2922  -1.5359  0.2320
C  5.2463  -1.3747  -0.6676
C  3.0559  -0.8926  -2.9713
C  4.1503  -1.2343  -3.7619
C  4.4898  -0.4650  -4.8633
C  3.7341  0.6514  -5.1899
C  2.6354  0.9903  -4.4133
C  2.2937  0.2214  -3.3119
H  -0.4330  -5.2593  -3.2757
H  1.2960  -7.0172  -3.6976
H  3.6503  -6.5837  -3.1254
H  4.3378  -4.4281  -2.1495
H  3.0930  -3.6504  0.6363
H  4.9470  -3.9317  2.2100
H  7.0091  -2.5824  1.9608
H  7.1916  -0.9442  0.1209
H  5.3302  -0.6395  -1.4556
H  4.7355  -2.1182  -3.5357
H  5.3370  -0.7458  -5.4741
H  3.9971  1.2415  -6.0577
H  2.0215  1.8441  -4.6705
H  1.4346  0.5043  -2.7227
C  0.1829  1.6058  4.2701
P  0.3211  -0.0816  3.6810
C  -1.1671  -0.9035  4.2305
C  1.6734  -0.8103  4.6156
O  0.5744  -0.1742  2.2016
H  0.0148  1.6257  5.3477
H  -0.6525  2.0982  3.7724
H  1.0986  2.1553  4.0469
H  -1.2637  -0.8247  5.3144
H  -1.1443  -1.9544  3.9485
H  -2.0369  -0.4464  3.7558
H  1.5039  -0.7312  5.6896
H  2.6062  -0.3020  4.3696
H  1.7727  -1.8627  4.3488
O  1.7427  0.9050  -0.1962
S  3.1856  1.3443  -0.1835
C  3.6788  1.2300  1.5527
C  3.7805  2.6513  2.1106
C  4.1470  3.5543  0.9320
C  3.2129  3.1491  -0.2043
H  4.6273  0.6909  1.5790
H  2.8977  0.6062  1.9892
H  4.5171  2.7041  2.9115
H  2.8185  2.9620  2.5266
H  5.1919  3.4033  0.6507
H  4.0263  4.6135  1.1591
H  3.5135  3.4783  -1.1958
H  2.1864  3.4713  -0.0248
N  0.8607  5.0982  -3.4085
N  -0.0037  4.0998  -2.9494
N  -1.2951  4.1282  -3.1728
C  -1.6924  3.0607  -2.4863
N  -0.6724  2.4425  -1.8875
N  0.4148  3.1373  -2.1912
H  0.3161  5.6232  -4.0881
H  1.6143  4.6193  -3.8956
H  -2.7185  2.7419  -2.4111

Forces on atoms 1 to 2 (eV/Å):
Sr 0.624 0.078 -0.189
C 0.088 0.074 0.065

Properties
- Maximum force: 0.657 eV/A
- Spin multiplicity: 2
- M: 1009.44 g mol⁻¹
- HOMO energy (alpha / beta): -9.58 / -10.43 eV
- Kohn-Sham gap (alpha / beta): 7.78 / 7.23 eV
- Charge: +1

# 3
ORCA calculation (ωB97M-V with the def2-TZVPD basis set) on C5H2N2O in the gas phase.

Cartesian coordinates (Å):
C  1.0645  -1.5599  -0.4399
C  -0.6240  -0.4498  -1.6409
C  0.3155  -1.4506  -1.4999
C  0.1529  0.1567  0.4635
C  -0.0066  1.1113  1.6011
N  1.1324  -0.7929  0.6319
N  -0.6026  0.3461  -0.5226
O  0.3293  2.2446  1.4993
H  -1.2690  -0.1566  -2.5659
H  -0.4925  0.5511  2.4733

Forces on atoms 1 to 2 (eV/Å):
C 4.338 -0.682 5.305
C 0.810 0.796 0.620

Properties
- Maximum force: 6.887 eV/A
- Spin multiplicity: 3
- M: 106.08 g mol⁻¹
- HOMO energy (alpha / beta): -8.46 / -10.29 eV
- Kohn-Sham gap (alpha / beta): 7.99 / 7.79 eV
- Charge: 0

# 4
ORCA calculation (ωB97M-V with the def2-TZVPD basis set) on a molecular structure, C22H27CsN5O5S.

Cartesian coordinates (Å):
Cs  -1.1669  -1.3488  1.1324
O  3.1604  -3.9997  4.9866
C  2.4631  -3.4040  3.9774
C  2.4423  -2.0224  3.8177
C  1.6970  -1.5064  2.7712
N  1.0557  -2.2782  1.9031
C  1.0431  -3.5978  2.0773
C  1.7364  -4.2081  3.1105
C  0.1419  -4.3843  1.1046
O  0.4917  -5.5310  0.8057
O  -0.8807  -3.7450  0.7277
C  1.4774  -0.0077  2.5989
O  2.4072  0.7739  2.8277
O  0.2946  0.2846  2.2422
H  3.6317  -3.3188  5.4740
H  2.9684  -1.3509  4.4862
H  1.7126  -5.2823  3.2317
C  -3.0937  -1.4842  -2.4273
C  -1.6915  -0.9304  -2.5613
C  -1.4830  0.4481  -2.6657
C  -2.6616  1.3920  -2.7591
C  -0.1826  0.9600  -2.6686
C  0.0422  2.4557  -2.6526
C  0.9096  0.0880  -2.6260
C  2.3160  0.6384  -2.7003
C  0.7009  -1.2894  -2.5175
C  1.8662  -2.2309  -2.3102
C  -0.5997  -1.8052  -2.5269
C  -0.8159  -3.2956  -2.4705
H  -3.5228  -1.7242  -3.4055
H  -3.7525  -0.7732  -1.9322
H  -3.0869  -2.3935  -1.8293
H  -2.9592  1.7465  -1.7670
H  -3.5221  0.9085  -3.2167
H  -2.4182  2.2605  -3.3691
H  0.1017  2.8728  -3.6637
H  0.9659  2.6976  -2.1313
H  -0.7651  2.9584  -2.1240
H  2.9971  -0.0872  -3.1404
H  2.6969  0.8974  -1.7074
H  2.3503  1.5335  -3.3195
H  2.2076  -2.6690  -3.2535
H  1.5782  -3.0429  -1.6440
H  2.7069  -1.7187  -1.8469
H  0.0029  -3.8336  -2.9450
H  -1.7364  -3.5871  -2.9736
H  -0.8727  -3.6236  -1.4279
C  0.1570  5.6904  1.6685
C  -0.9476  4.8444  2.1807
N  -1.9931  5.2767  2.8130
N  -2.7155  4.1463  3.0352
C  -2.1537  3.0158  2.5395
S  -2.8261  1.4980  2.5835
N  -0.9922  3.4867  2.0031
N  -0.0585  2.7532  1.2791
H  -0.0253  6.7201  1.9638
H  0.2002  5.6247  0.5797
H  1.1213  5.3685  2.0654
H  -3.6057  4.1773  3.4925
H  0.0345  1.7797  1.6784
H  0.8503  3.1764  1.4256

Forces on atoms 1 to 2 (eV/Å):
Cs -4.215 1.799 -1.772
O -0.012 -0.117 -0.028

Properties
- Maximum force: 4.914 eV/A
- M: 606.46 g mol⁻¹
- HOMO energy: -5.36 eV
- Energy relative to the best compared isomer or geometry (same formula, charge and spin): 209.7 kJ/mol
- Kohn-Sham gap: 7.53 eV
- Charge: -1